A:
{
  "formula": "C5H40N2O14",
  "method": "the ωB97M-V functional and the def2-TZVPD basis",
  "e_lumo_ev": -0.226,
  "orbital_gap_ha": 0.330,
  "multiplicity": 1,
  "species": ["C", "O", "C", "C", "C", "C", "N", "N", "H", "H", "H", "H", "H", "H", "H", "H", "H", "H", "H", "H", "H", "H", "H", "H", "O", "H", "H", "O", "H", "H", "O", "H", "H", "O", "H", "H", "O", "H", "H", "O", "H", "H", "O", "H", "H", "O", "H", "H", "O", "H", "H", "O", "H", "H", "O", "H", "H", "O", "H", "H", "O"],
  "positions_angstrom": [[1.31, 2.15, 0.52], [1.49, 3.24, 1.46], [-0.13, 1.59, 0.60], [-0.23, 0.22, 0.01], [-1.59, -0.26, -0.49], [-2.24, -1.09, 0.63], [-1.53, -2.26, 1.12], [-0.98, 2.61, -0.02], [1.80, 2.60, -0.38], [2.08, 1.53, 0.92], [-0.47, 1.74, 1.78], [0.28, -0.61, 0.61], [0.53, -0.03, -0.74], [-1.49, -0.81, -1.49], [-2.45, 0.52, -0.70], [-3.23, -1.21, 0.29], [-2.36, -0.38, 1.53], [-1.97, -2.85, 1.78], [-0.97, -2.64, 0.38], [0.65, 3.60, 1.68], [-1.90, 2.52, 0.40], [-0.99, 2.42, -0.97], [2.83, 0.11, 3.05], [1.90, 1.24, 3.14], [1.96, 0.36, 3.35], [4.49, -1.01, 2.27], [4.25, -0.04, 1.08], [4.40, -0.13, 2.12], [-4.82, 0.40, -1.12], [-4.59, 1.95, -1.20], [-4.24, 1.10, -1.45], [-3.87, -2.44, -1.56], [-2.97, -2.67, -2.68], [-2.96, -2.23, -1.83], [-0.51, -1.02, 3.19], [0.29, -0.45, 4.31], [-0.36, -1.05, 4.04], [1.82, -1.87, 0.35], [2.89, -2.88, -0.04], [2.48, -2.05, -0.43], [1.61, 2.22, -2.58], [1.40, 0.75, -2.45], [2.05, 1.47, -2.28], [1.65, -2.23, -1.76], [0.43, -2.82, -2.51], [1.20, -2.31, -2.66], [0.01, -0.38, -4.78], [0.40, -1.12, -3.59], [-0.27, -0.41, -3.83], [0.88, -3.66, 2.33], [0.78, -2.44, 3.08], [1.21, -2.78, 2.19], [4.09, 0.61, -1.48], [3.97, -0.72, -0.96], [4.58, -0.05, -1.01], [-2.09, 0.98, -2.37], [-1.05, 1.26, -3.49], [-1.79, 1.69, -3.02], [-1.88, 3.58, 1.57], [-3.08, 2.77, 2.04], [-2.74, 3.67, 2.03]]
}

B:
{
  "formula": "C5H40N2O14",
  "method": "the ωB97M-V functional and the def2-TZVPD basis",
  "e_lumo_ev": 0.108,
  "orbital_gap_ha": 0.335,
  "multiplicity": 1,
  "species": ["C", "N", "C", "C", "O", "C", "N", "C", "H", "H", "H", "H", "H", "H", "H", "H", "H", "H", "H", "H", "H", "H", "H", "H", "O", "H", "H", "O", "H", "H", "O", "H", "H", "O", "H", "H", "O", "H", "H", "O", "H", "H", "O", "H", "H", "O", "H", "H", "O", "H", "H", "O", "H", "H", "O", "H", "H", "O", "H", "H", "O"],
  "positions_angstrom": [[-1.21, 1.04, 0.11], [-0.23, -0.03, -0.21], [-1.10, -1.26, -0.38], [-1.70, -1.34, -1.78], [-3.00, -1.99, -1.79], [-0.29, -2.49, -0.03], [0.02, -2.41, 1.39], [-0.42, 2.37, 0.28], [-1.77, 0.62, 0.96], [-1.96, 1.14, -0.68], [0.20, 0.15, -1.13], [-1.92, -1.22, 0.40], [-1.10, -1.95, -2.46], [-1.86, -0.41, -2.30], [-2.91, -2.85, -1.35], [0.62, -2.74, -0.54], [-0.98, -3.38, -0.14], [0.81, -1.79, 1.52], [-0.68, -1.93, 2.02], [0.29, 2.19, 1.12], [-1.09, 3.18, 0.57], [0.15, 2.49, -0.61], [4.60, 0.53, 0.07], [3.66, 1.62, 0.48], [3.87, 0.71, 0.70], [2.49, 3.07, 1.10], [2.06, 4.54, 0.61], [2.47, 3.73, 0.36], [-4.24, 1.06, -1.30], [-3.93, -0.32, -0.77], [-4.24, 0.55, -0.47], [4.03, -2.16, 2.13], [2.59, -2.82, 2.29], [3.52, -2.87, 2.51], [0.03, 0.38, -3.39], [-1.23, 0.00, -3.98], [-0.73, 0.82, -3.94], [3.35, -0.65, -0.58], [2.14, -1.33, 0.18], [2.86, -1.48, -0.43], [2.33, 2.34, -1.33], [2.56, 2.19, -2.84], [2.54, 1.69, -2.03], [1.92, -0.73, -2.20], [1.92, -0.35, -3.67], [1.31, -0.52, -2.93], [3.54, 1.71, 3.13], [2.13, 1.45, 2.64], [2.76, 2.17, 2.80], [0.52, -0.25, 3.27], [0.74, -0.17, 1.71], [1.19, -0.23, 2.57], [-3.83, 1.27, 2.67], [-4.02, 0.02, 1.76], [-3.54, 0.39, 2.51], [-3.42, 1.84, -3.85], [-2.40, 1.43, -2.93], [-3.35, 1.43, -2.97], [-2.51, -2.51, 3.44], [-2.66, -1.00, 3.48], [-2.00, -1.71, 3.55]]
}

Stability check: which of them is least stable? A.

A:
{
  "formula": "C54H69AsBrN4O5PS2Ti",
  "method": "the ωB97M-V functional and the def2-TZVPD basis",
  "e_lumo_ev": -0.833,
  "orbital_gap_ha": 0.186,
  "multiplicity": 1,
  "species": ["Ti", "O", "C", "C", "C", "C", "C", "C", "C", "O", "N", "N", "C", "C", "Br", "C", "C", "C", "C", "C", "C", "C", "H", "H", "H", "H", "H", "H", "H", "H", "H", "H", "H", "H", "H", "H", "C", "C", "C", "P", "C", "C", "C", "C", "C", "C", "C", "C", "C", "C", "N", "C", "C", "C", "C", "C", "C", "C", "C", "C", "H", "H", "H", "H", "H", "H", "H", "H", "H", "H", "H", "H", "H", "H", "H", "H", "H", "H", "H", "H", "H", "H", "H", "H", "H", "H", "H", "H", "H", "H", "H", "C", "C", "C", "C", "C", "C", "N", "H", "H", "H", "H", "H", "H", "H", "H", "C", "C", "C", "C", "C", "C", "C", "S", "O", "O", "O", "H", "H", "H", "H", "H", "H", "H", "C", "As", "C", "C", "S", "H", "H", "H", "H", "H", "H", "H", "H", "H"],
  "positions_angstrom": [[0.17, 1.80, -0.45], [4.47, 2.18, -0.51], [4.75, 1.22, -1.41], [6.07, 1.17, -1.86], [6.48, 0.24, -2.79], [5.56, -0.66, -3.32], [4.25, -0.61, -2.88], [3.83, 0.30, -1.91], [2.40, 0.12, -1.44], [1.72, 1.24, -0.99], [2.47, -0.82, -0.30], [1.65, -0.70, 0.77], [1.73, -1.64, 1.63], [1.09, -1.62, 2.94], [-0.34, -0.40, 3.18], [1.38, -2.40, 3.98], [2.45, -3.40, 4.13], [3.70, -3.34, 3.51], [4.65, -4.33, 3.72], [4.39, -5.40, 4.57], [3.16, -5.46, 5.22], [2.22, -4.47, 5.01], [3.53, 2.38, -0.42], [6.77, 1.90, -1.44], [7.51, 0.22, -3.12], [5.86, -1.38, -4.07], [3.52, -1.30, -3.29], [1.85, -0.31, -2.28], [2.82, -1.74, -0.53], [2.36, -2.50, 1.43], [0.72, -2.32, 4.84], [3.97, -2.49, 2.89], [5.62, -4.26, 3.23], [5.13, -6.17, 4.72], [2.94, -6.27, 5.89], [1.26, -4.52, 5.52], [-4.31, 3.99, -0.54], [-3.25, 3.09, -1.17], [-3.70, 2.67, -2.57], [-2.54, 1.69, -0.08], [-3.39, 2.04, 1.58], [-2.64, 3.01, 2.50], [-3.72, 0.76, 2.37], [-3.41, 0.19, -0.62], [-4.78, 0.32, -0.92], [-5.57, -0.73, -1.34], [-7.04, -0.56, -1.63], [-4.93, -1.97, -1.48], [-3.61, -2.15, -1.14], [-2.79, -1.09, -0.62], [-1.54, -1.30, -0.17], [-1.15, -2.63, 0.07], [-0.13, -3.24, -0.68], [0.43, -2.57, -1.90], [0.34, -4.51, -0.35], [-0.21, -5.26, 0.69], [0.29, -6.64, 1.00], [-1.28, -4.69, 1.37], [-1.76, -3.41, 1.09], [-2.96, -2.93, 1.86], [-4.49, 4.83, -1.23], [-3.98, 4.42, 0.41], [-5.26, 3.48, -0.39], [-2.38, 3.72, -1.34], [-4.65, 2.14, -2.56], [-2.95, 2.03, -3.02], [-3.81, 3.57, -3.19], [-4.34, 2.49, 1.29], [-1.58, 2.78, 2.55], [-3.05, 2.93, 3.51], [-2.75, 4.05, 2.19], [-2.82, 0.31, 2.78], [-4.24, 0.03, 1.76], [-4.38, 1.04, 3.20], [-5.24, 1.29, -0.79], [-7.35, 0.48, -1.51], [-7.65, -1.16, -0.96], [-7.28, -0.87, -2.65], [-5.50, -2.82, -1.86], [-3.17, -3.14, -1.23], [-0.39, -2.22, -2.54], [1.05, -3.26, -2.47], [1.01, -1.68, -1.66], [1.13, -4.95, -0.95], [1.37, -6.64, 1.18], [0.09, -7.33, 0.18], [-0.20, -7.04, 1.90], [-1.76, -5.26, 2.16], [-2.83, -3.10, 2.93], [-3.85, -3.48, 1.54], [-3.14, -1.88, 1.69], [1.84, 2.76, -3.44], [0.80, 3.63, -2.80], [0.43, 4.85, -3.28], [-0.32, 5.52, -2.27], [-0.39, 4.69, -1.20], [-1.01, 5.03, 0.12], [0.24, 3.47, -1.51], [2.21, 3.28, -4.32], [1.48, 1.78, -3.72], [2.68, 2.61, -2.76], [0.73, 5.25, -4.24], [-0.73, 6.52, -2.31], [-1.79, 5.77, -0.03], [-0.27, 5.44, 0.80], [-1.44, 4.17, 0.62], [4.08, -0.61, 5.86], [3.42, 0.29, 4.84], [2.18, 0.87, 5.11], [1.59, 1.72, 4.19], [2.24, 1.98, 2.99], [3.47, 1.43, 2.71], [4.06, 0.58, 3.64], [1.42, 3.06, 1.87], [2.24, 3.38, 0.72], [0.91, 4.15, 2.65], [0.23, 2.22, 1.32], [3.37, -0.92, 6.63], [4.90, -0.08, 6.35], [4.49, -1.50, 5.38], [1.67, 0.64, 6.03], [0.63, 2.19, 4.40], [3.98, 1.65, 1.78], [5.02, 0.15, 3.43], [-1.19, 2.60, -5.32], [-1.17, 0.82, -4.54], [-2.88, 0.02, -4.91], [0.02, -0.18, -5.69], [-0.76, 0.44, -2.51], [-1.97, 2.63, -6.08], [-0.22, 2.79, -5.77], [-1.38, 3.34, -4.55], [-3.17, 0.21, -5.94], [-3.63, 0.42, -4.22], [-2.79, -1.05, -4.73], [-0.37, -0.15, -6.71], [0.06, -1.20, -5.33], [1.02, 0.26, -5.66]]
}

B:
{
  "formula": "C54H69AsBrN4O5PS2Ti",
  "method": "the ωB97M-V functional and the def2-TZVPD basis",
  "e_lumo_ev": -0.076,
  "orbital_gap_ha": 0.257,
  "multiplicity": 1,
  "species": ["Ti", "O", "C", "C", "C", "C", "C", "C", "C", "O", "N", "N", "C", "C", "Br", "C", "C", "C", "C", "C", "C", "C", "H", "H", "H", "H", "H", "H", "H", "H", "H", "H", "H", "H", "H", "H", "C", "C", "C", "P", "C", "C", "C", "C", "C", "C", "C", "C", "C", "C", "N", "C", "C", "C", "C", "C", "C", "C", "C", "C", "H", "H", "H", "H", "H", "H", "H", "H", "H", "H", "H", "H", "H", "H", "H", "H", "H", "H", "H", "H", "H", "H", "H", "H", "H", "H", "H", "H", "H", "H", "H", "C", "C", "C", "C", "C", "C", "N", "H", "H", "H", "H", "H", "H", "H", "H", "C", "C", "C", "C", "C", "C", "C", "S", "O", "O", "O", "H", "H", "H", "H", "H", "H", "H", "C", "As", "C", "C", "S", "H", "H", "H", "H", "H", "H", "H", "H", "H"],
  "positions_angstrom": [[-0.52, -0.09, -0.78], [-1.45, 3.18, -1.31], [-0.45, 3.93, -1.84], [-0.79, 5.16, -2.37], [0.18, 5.99, -2.91], [1.51, 5.58, -2.93], [1.84, 4.35, -2.40], [0.89, 3.51, -1.84], [1.42, 2.25, -1.18], [0.71, 1.07, -1.39], [1.53, 2.46, 0.27], [1.70, 1.31, 0.99], [2.46, 1.39, 2.01], [2.72, 0.28, 2.92], [1.55, -1.20, 2.89], [3.72, 0.29, 3.81], [4.79, 1.30, 3.90], [5.21, 1.73, 5.16], [6.23, 2.67, 5.28], [6.85, 3.17, 4.15], [6.46, 2.73, 2.89], [5.44, 1.79, 2.77], [-1.13, 2.28, -1.23], [-1.83, 5.45, -2.37], [-0.10, 6.94, -3.33], [2.27, 6.22, -3.37], [2.88, 4.02, -2.43], [2.42, 2.10, -1.60], [2.18, 3.20, 0.50], [2.97, 2.32, 2.25], [3.77, -0.53, 4.52], [4.73, 1.34, 6.04], [6.54, 3.00, 6.26], [7.65, 3.90, 4.24], [6.96, 3.09, 2.01], [5.17, 1.42, 1.79], [5.65, -2.75, -1.57], [4.35, -2.75, -0.76], [4.70, -2.62, 0.73], [3.03, -1.47, -1.15], [3.70, -0.24, -2.40], [4.22, -0.63, -3.78], [4.67, 0.70, -1.69], [1.90, -2.46, -2.22], [2.45, -3.20, -3.28], [1.71, -3.93, -4.18], [2.35, -4.69, -5.30], [0.32, -3.95, -4.00], [-0.26, -3.28, -2.95], [0.51, -2.53, -2.04], [-0.22, -1.95, -0.94], [-0.91, -2.98, -0.17], [-0.15, -3.97, 0.47], [1.34, -3.95, 0.53], [-0.81, -5.03, 1.09], [-2.19, -5.12, 1.12], [-2.88, -6.23, 1.86], [-2.92, -4.11, 0.50], [-2.31, -3.04, -0.15], [-3.17, -1.99, -0.79], [6.32, -3.50, -1.17], [6.16, -1.79, -1.50], [5.49, -2.98, -2.62], [3.86, -3.71, -0.92], [5.24, -1.69, 0.92], [5.34, -3.45, 1.05], [3.81, -2.62, 1.37], [2.77, 0.32, -2.59], [5.11, -1.25, -3.74], [4.50, 0.29, -4.32], [3.47, -1.13, -4.38], [5.67, 0.26, -1.62], [4.34, 0.94, -0.68], [4.78, 1.64, -2.25], [3.53, -3.19, -3.40], [3.44, -4.57, -5.29], [1.99, -4.34, -6.27], [2.14, -5.76, -5.24], [-0.31, -4.50, -4.69], [-1.33, -3.32, -2.81], [1.73, -2.95, 0.36], [1.78, -4.63, -0.20], [1.67, -4.26, 1.53], [-0.22, -5.78, 1.59], [-2.26, -7.12, 1.91], [-3.83, -6.49, 1.38], [-3.10, -5.92, 2.88], [-4.00, -4.14, 0.52], [-2.98, -1.88, -1.86], [-3.02, -1.02, -0.32], [-4.22, -2.24, -0.65], [-3.93, 1.11, -1.30], [-3.07, 0.70, -2.45], [-3.45, 0.68, -3.76], [-2.32, 0.32, -4.53], [-1.28, 0.13, -3.67], [0.14, -0.09, -4.10], [-1.72, 0.34, -2.36], [-4.85, 0.52, -1.26], [-4.22, 2.16, -1.40], [-3.45, 1.01, -0.34], [-4.44, 0.93, -4.11], [-2.26, 0.23, -5.60], [0.58, 0.85, -4.47], [0.17, -0.81, -4.92], [0.80, -0.45, -3.32], [-0.30, 6.81, 1.59], [-0.72, 5.38, 1.73], [0.08, 4.45, 2.39], [-0.32, 3.13, 2.51], [-1.52, 2.73, 1.95], [-2.35, 3.64, 1.31], [-1.94, 4.96, 1.20], [-2.00, 1.05, 2.06], [-3.42, 0.96, 1.97], [-1.33, 0.46, 3.18], [-1.40, 0.43, 0.75], [0.75, 6.94, 1.85], [-0.88, 7.46, 2.25], [-0.44, 7.16, 0.57], [1.02, 4.77, 2.82], [0.30, 2.40, 3.03], [-3.29, 3.30, 0.88], [-2.58, 5.67, 0.69], [-3.14, -1.71, 5.59], [-1.38, -2.50, 5.62], [-0.17, -1.07, 6.11], [-1.40, -3.59, 7.22], [-0.91, -3.64, 3.95], [-3.30, -1.13, 6.50], [-3.85, -2.53, 5.54], [-3.23, -1.08, 4.71], [-0.38, -0.78, 7.14], [-0.31, -0.22, 5.44], [0.85, -1.44, 6.02], [-1.70, -3.01, 8.09], [-0.40, -4.01, 7.36], [-2.10, -4.41, 7.06]]
}

Stability check: which of them is least stable? A.

A:
{
  "formula": "C21H24N2O4",
  "method": "the ωB97M-V functional and the def2-TZVPD basis",
  "e_lumo_ev": 0.791,
  "smiles": "CC1(C)NC(=O)N(CCOCCOc2ccccc2-c2ccccc2)C1=O",
  "orbital_gap_ha": 0.340,
  "multiplicity": 1,
  "species": ["C", "C", "C", "N", "C", "O", "N", "C", "C", "O", "C", "C", "O", "C", "C", "C", "C", "C", "C", "C", "C", "C", "C", "C", "C", "C", "O", "H", "H", "H", "H", "H", "H", "H", "H", "H", "H", "H", "H", "H", "H", "H", "H", "H", "H", "H", "H", "H", "H", "H", "H"],
  "positions_angstrom": [[1.33, -2.89, 2.55], [0.65, -2.17, 1.39], [-0.49, -1.27, 1.86], [1.60, -1.43, 0.58], [1.49, -1.71, -0.73], [2.04, -1.18, -1.66], [0.62, -2.80, -0.84], [0.17, -3.29, -2.12], [-1.32, -2.98, -2.31], [-1.68, -1.69, -1.86], [-1.21, -0.62, -2.64], [-1.85, 0.66, -2.10], [-1.07, 1.14, -1.04], [-1.51, 2.23, -0.35], [-2.74, 2.84, -0.55], [-3.14, 3.91, 0.23], [-2.31, 4.40, 1.22], [-1.07, 3.81, 1.42], [-0.65, 2.74, 0.64], [0.70, 2.19, 0.86], [1.15, 1.92, 2.15], [2.44, 1.46, 2.37], [3.30, 1.27, 1.30], [2.86, 1.54, 0.01], [1.57, 1.99, -0.21], [0.09, -3.16, 0.36], [-0.67, -4.08, 0.57], [2.19, -3.46, 2.19], [0.63, -3.58, 3.01], [1.67, -2.17, 3.29], [-0.12, -0.55, 2.59], [-0.92, -0.74, 1.02], [-1.27, -1.88, 2.32], [2.05, -0.59, 0.90], [0.32, -4.37, -2.18], [0.79, -2.79, -2.87], [-1.60, -3.11, -3.36], [-1.91, -3.65, -1.68], [-1.51, -0.76, -3.69], [-0.12, -0.52, -2.59], [-2.86, 0.40, -1.75], [-1.92, 1.41, -2.90], [-3.41, 2.48, -1.31], [-4.10, 4.37, 0.06], [-2.61, 5.24, 1.83], [-0.40, 4.20, 2.17], [0.48, 2.07, 2.99], [2.77, 1.26, 3.38], [4.30, 0.91, 1.48], [3.53, 1.38, -0.82], [1.25, 2.20, -1.21]]
}

B:
{
  "formula": "C21H24N2O4",
  "method": "the ωB97M-V functional and the def2-TZVPD basis",
  "e_lumo_ev": 0.565,
  "smiles": "O=C(COC(=O)CNC(=O)C1CCCCC1)Nc1ccc2ccccc2c1",
  "orbital_gap_ha": 0.317,
  "multiplicity": 1,
  "species": ["O", "C", "C", "O", "C", "O", "C", "N", "C", "O", "C", "C", "C", "C", "C", "C", "N", "C", "C", "C", "C", "C", "C", "C", "C", "C", "C", "H", "H", "H", "H", "H", "H", "H", "H", "H", "H", "H", "H", "H", "H", "H", "H", "H", "H", "H", "H", "H", "H", "H", "H"],
  "positions_angstrom": [[1.74, 1.62, -1.05], [1.68, 0.41, -1.06], [1.87, -0.41, 0.24], [0.64, -0.96, 0.73], [0.22, -2.12, 0.23], [0.76, -2.70, -0.68], [-1.02, -2.62, 0.94], [-1.52, -1.71, 1.94], [-1.23, -1.91, 3.26], [-0.72, -2.93, 3.66], [-1.59, -0.73, 4.14], [-0.40, 0.24, 4.14], [-0.68, 1.43, 5.05], [-0.97, 0.97, 6.47], [-2.15, 0.00, 6.48], [-1.88, -1.19, 5.57], [1.46, -0.38, -2.13], [1.25, 0.00, -3.46], [0.97, -1.05, -4.37], [0.76, -0.78, -5.69], [0.82, 0.54, -6.18], [0.61, 0.85, -7.54], [0.67, 2.15, -7.97], [0.94, 3.19, -7.07], [1.15, 2.92, -5.75], [1.09, 1.59, -5.26], [1.30, 1.29, -3.90], [2.59, -1.21, 0.08], [2.21, 0.27, 1.03], [-0.75, -3.55, 1.46], [-1.78, -2.85, 0.19], [-1.80, -0.80, 1.63], [-2.47, -0.22, 3.73], [0.49, -0.29, 4.50], [-0.19, 0.58, 3.12], [0.18, 2.11, 5.04], [-1.54, 1.99, 4.66], [-0.09, 0.46, 6.87], [-1.18, 1.82, 7.11], [-2.34, -0.35, 7.50], [-3.05, 0.53, 6.14], [-1.02, -1.76, 5.94], [-2.74, -1.86, 5.56], [1.40, -1.38, -1.96], [0.93, -2.06, -4.00], [0.56, -1.58, -6.38], [0.41, 0.05, -8.23], [0.52, 2.38, -9.02], [0.99, 4.20, -7.43], [1.35, 3.71, -5.05], [1.51, 2.10, -3.21]]
}

Stability check: which of them is least stable? A.